# C38H61BCl39F3N3O4

A 14-piece molecular cluster, C38H61BCl39F3N3O4 overall (the ωB97M-V functional and the def2-TZVPD basis, the OMol25 dataset).

The energy is -550246.4538 eV. Its net charge is +1. For the lowest unoccupied orbital energy, the calculation gives -3.045 eV.

Atoms and positions in Å:
C: 2.06973 -0.73272 -2.72471
C: 0.78288 -0.90005 -2.20093
C: -0.13783 0.27064 -1.58207
C: -1.56469 0.04885 -2.33566
C: -1.42357 -0.35329 -3.87996
C: -1.67590 -1.93332 -4.15560
C: -0.47148 -2.52471 -5.04572
O: -0.77443 -3.83297 -5.58460
C: 0.38301 1.68381 -2.06714
N: 1.10586 2.48258 -0.97970
C: 1.79688 1.40737 -0.23142
N: 3.07943 1.27120 -0.48719
C: 3.91764 0.19118 0.08647
C: 5.10311 -0.08008 -0.96573
C: 6.00185 -1.24284 -0.34773
C: 6.93662 -0.71702 0.84425
C: 6.77106 -1.62718 2.15266
O: 6.82145 -0.82703 3.37342
C: 6.22437 -1.70556 4.39320
N: 1.01353 0.51385 0.64550
C: 0.94542 1.24333 1.93596
C: 2.34533 1.25386 2.76991
C: 3.18174 2.61339 2.53798
C: 4.12476 2.75112 3.84958
C: -0.30290 0.15787 0.02500
C: -0.83816 -1.31326 0.41972
C: -0.24706 -1.92563 1.75954
O: -1.11831 -3.05688 2.07764
C: 1.21357 -2.60808 1.58285
F: 1.13566 -3.97976 1.90727
F: 2.10888 -2.07602 2.53242
F: 1.70038 -2.56655 0.28222
B: -1.54938 1.14864 0.49052
O: -1.97725 2.30917 -0.23666
C: -2.37048 0.95279 1.90172
C: -3.95903 0.89102 1.68619
H: 2.81817 -1.56832 -2.54729
H: 2.44175 0.19750 -3.26523
H: 0.33843 -1.94970 -2.24916
H: -2.21722 0.97226 -2.31133
H: -2.17482 -0.78744 -1.85216
H: -0.49665 0.04257 -4.39183
H: -2.30283 0.15234 -4.41572
H: -1.70654 -2.53800 -3.19743
H: -2.61976 -2.10165 -4.76262
H: 0.46585 -2.65702 -4.40670
H: -0.17626 -1.81856 -5.88608
H: -0.78337 -4.49413 -4.87112
H: -0.56531 2.30675 -2.29459
H: 0.97748 1.68226 -3.02903
H: 1.79989 3.06777 -1.46871
H: 3.54187 1.92035 -1.14149
H: 3.36443 -0.73931 0.40118
H: 4.44053 0.58181 1.02849
H: 5.78162 0.83943 -1.07250
H: 4.73194 -0.31597 -2.00894
H: 5.27152 -2.01490 0.08518
H: 6.63923 -1.77557 -1.11950
H: 8.01471 -0.83780 0.49403
H: 6.78309 0.38185 1.08148
H: 5.72834 -2.10884 2.15414
H: 7.56026 -2.43947 2.11905
H: 6.50081 -2.76822 4.09600
H: 6.68196 -1.43512 5.38963
H: 5.09674 -1.60093 4.35022
H: 0.74815 2.36721 1.79162
H: 0.23735 0.79136 2.70958
H: 2.95281 0.31440 2.60996
H: 2.10068 1.26703 3.89008
H: 3.83655 2.59425 1.61849
H: 2.43177 3.45376 2.57622
H: 4.92976 3.53360 3.73201
H: 4.56605 1.70874 4.01496
H: 3.45427 2.93164 4.75846
H: -1.97868 -1.34212 0.53544
H: -0.65066 -2.09995 -0.38394
H: -0.30014 -1.26985 2.67305
H: -1.50302 -3.31526 1.21778
H: -1.72940 3.13826 0.21284
H: -2.16445 1.92143 2.48542
H: -1.98430 0.09105 2.52449
H: -4.42791 1.46881 2.55788
H: -4.23417 1.46119 0.73401
H: -4.29507 -0.18700 1.64887
C: -1.99402 5.65711 -2.76042
Cl: -2.27666 6.65753 -1.33136
Cl: -0.42784 4.84096 -2.64884
Cl: -3.29235 4.47231 -2.95861
H: -1.98217 6.30359 -3.63431
C: 2.01263 6.66265 2.13556
Cl: 1.71717 7.66666 3.55790
Cl: 3.57719 5.84596 2.26831
Cl: 0.70567 5.48469 1.92308
H: 2.03657 7.30661 1.26011
C: 6.07577 7.41678 4.95256
Cl: 6.86478 6.40999 3.72938
Cl: 5.05769 8.64395 4.18722
Cl: 5.12149 6.41833 6.05751
H: 6.84704 7.92238 5.52784
C: -6.25874 3.40386 -4.84163
Cl: -5.46877 2.40478 -6.06965
Cl: -7.29789 4.61678 -5.59883
Cl: -7.18797 2.39711 -3.72268
H: -5.48799 3.91990 -4.27574
C: 2.05432 -3.80715 -8.10737
Cl: 2.16546 -2.56029 -6.85568
Cl: 2.96921 -3.32890 -9.54269
Cl: 2.63199 -5.35935 -7.48952
H: 1.00949 -3.91702 -8.38708
C: -6.40835 1.70620 5.31377
Cl: -6.35011 3.14186 4.28115
Cl: -7.72174 0.63441 4.81392
Cl: -4.85901 0.85156 5.27734
H: -6.59803 2.02671 6.33494
C: 2.20389 -4.39294 4.91394
Cl: 1.34717 -5.68241 5.76738
Cl: 2.33426 -2.95187 5.93225
Cl: 3.80596 -4.93998 4.40660
H: 1.63506 -4.13415 4.02658
C: -11.50839 -0.08410 2.84640
Cl: -10.93858 -1.44214 3.82761
Cl: -13.21414 -0.29042 2.43042
Cl: -11.25644 1.44659 3.69681
H: -10.93200 -0.06237 1.92513
C: -16.28368 -1.03303 -0.55312
Cl: -17.02481 0.03635 -1.75165
Cl: -14.55457 -1.22147 -0.87388
Cl: -16.54939 -0.41227 1.08176
H: -16.75421 -2.00987 -0.62890
C: -17.23643 2.42571 -4.87458
Cl: -18.74142 2.27617 -5.79097
Cl: -15.91930 1.58018 -5.69988
Cl: -16.82450 4.12797 -4.62860
H: -17.38243 1.96478 -3.89928
C: 5.04850 -0.31094 -6.26807
Cl: 4.29102 0.77764 -7.43661
Cl: 6.77414 -0.48193 -6.60687
Cl: 4.79159 0.27456 -4.61385
H: 4.58282 -1.28938 -6.35846
C: 8.94466 -5.31114 1.97986
Cl: 8.81616 -4.36798 3.47212
Cl: 8.67138 -4.28062 0.56507
Cl: 10.52131 -6.10225 1.87950
H: 8.17603 -6.07899 1.99543
C: 7.47575 -9.28750 2.84637
Cl: 6.77860 -7.66416 2.72611
Cl: 9.18161 -9.26258 2.38125
Cl: 7.28498 -9.92530 4.48328
H: 6.94244 -9.94035 2.16022

Atomic partial charges in e from the Mulliken method, atoms 1 to 5: -1.5249, 0.2227, 0.8568, -1.1669, -0.7467